# 1
A structure of composition C13H28LuNO4P2 in a non-equilibrium geometry. Source: the Open Molecules 2025 dataset; level of theory: the ωB97M-V functional and the def2-TZVPD basis.

Last column: Löwdin charge in e.
CARTESIAN COORDINATES (ANGSTROEM)
C: -0.817 0.798 -3.578  -0.06
C: -0.862 0.316 -2.257  -0.40
N: 0.097 0.751 -1.336  -0.08
C: 0.849 1.840 -1.656  -0.36
C: 0.826 2.401 -2.921  -0.08
C: 0.009 1.850 -3.906  -0.08
C: -1.871 -0.581 -1.820  -0.33
P: -2.362 -0.668 -0.121  0.75
Lu: 0.445 -0.758 0.390  1.19
P: 2.335 1.276 0.672  0.76
C: 1.725 2.464 -0.585  -0.31
O: -0.408 -3.881 -3.847  -0.08
O: -0.252 -2.949 0.186  -0.22
H: -1.523 0.367 -4.286  0.11
H: 1.482 3.251 -3.119  0.10
H: 0.029 2.247 -4.920  0.11
C: -3.639 0.603 0.140  -0.28
C: -3.393 -2.183 -0.096  -0.29
H: 2.603 2.927 -1.060  0.08
H: 1.153 3.239 -0.044  0.09
H: -0.531 -4.767 -4.207  0.03
H: -2.579 -0.930 -2.578  0.06
C: 2.442 2.324 2.155  -0.27
C: 4.084 1.098 0.187  -0.28
H: 2.454 -1.111 0.816  -0.07
H: -0.256 -3.629 0.880  0.07
H: -0.437 -3.382 -0.646  0.05
H: 0.535 -3.676 -3.957  0.04
H: -0.714 1.447 2.719  0.11
H: 2.137 -1.843 0.875  -0.04
H: -4.581 0.338 -0.363  0.04
H: -3.809 0.666 1.223  0.03
H: -3.284 1.576 -0.223  0.04
H: -4.301 -2.029 -0.700  0.04
H: -2.832 -3.043 -0.490  0.02
H: -3.693 -2.390 0.944  0.04
H: 4.639 2.006 0.465  0.04
H: 4.504 0.225 0.702  0.03
H: 4.146 0.944 -0.900  0.05
H: 3.411 2.847 2.162  0.04
H: 1.619 3.053 2.152  0.04
H: 2.365 1.677 3.042  0.04
C: -0.219 -1.032 4.897  -0.05
O: -0.502 0.323 4.413  -0.11
C: -0.462 0.472 3.141  -0.50
O: -0.101 -0.472 2.347  -0.39
H: 0.809 -1.335 4.642  0.09
H: -0.944 -1.748 4.481  0.09
H: -0.327 -0.921 5.984  0.09

For the HOMO energy (alpha / beta), the calculation gives -0.13027 / -0.14697 hartree. The calculation puts the gap between HOMO and LUMO (alpha / beta) at 3.80 / 4.18 eV. Its LUMO energy (alpha / beta) is 0.0094 / 0.0065 hartree.

---

# 2
A structure of composition C13H28N9O2SW in a non-equilibrium geometry. Source: the Open Molecules 2025 dataset; level of theory: the ωB97M-V functional and the def2-TZVPD basis.

Last column: Löwdin charge in e.
CARTESIAN COORDINATES (ANGSTROEM)
W: 0.368 -0.169 0.451  1.76
O: -0.042 -1.814 -0.517  -0.73
S: 0.389 -3.363 -0.419  1.14
C: -1.107 -4.185 0.216  -0.27
C: -1.483 -5.228 -0.837  -0.19
C: -1.221 -4.578 -2.194  -0.19
C: 0.188 -3.994 -2.103  -0.28
H: -1.849 -3.390 0.299  0.09
H: -0.883 -4.587 1.203  0.11
H: -2.524 -5.522 -0.712  0.14
H: -0.873 -6.125 -0.713  0.14
H: -1.948 -3.792 -2.400  0.13
H: -1.271 -5.301 -3.007  0.14
H: 0.409 -3.176 -2.789  0.11
H: 0.966 -4.755 -2.201  0.12
C: 4.270 3.171 -2.764  -0.06
C: 4.841 1.917 -3.424  -0.40
C: 5.859 1.206 -2.535  -0.06
C: 3.724 0.986 -3.914  -0.06
N: 2.658 0.769 -2.897  -0.04
C: 1.363 1.135 -2.962  -0.04
N: 0.784 0.769 -1.843  0.02
N: 1.766 0.191 -1.131  -0.22
N: 2.894 0.171 -1.746  0.17
H: 5.057 3.913 -2.635  0.10
H: 3.878 2.949 -1.765  0.06
H: 3.481 3.635 -3.362  0.09
H: 5.346 2.214 -4.346  0.15
H: 5.399 0.776 -1.644  0.06
H: 6.616 1.916 -2.205  0.09
H: 6.370 0.407 -3.074  0.09
H: 4.114 0.007 -4.184  0.14
H: 3.215 1.416 -4.774  0.14
H: 0.895 1.650 -3.787  0.17
C: 0.675 3.068 2.667  -0.02
C: 1.684 1.956 2.486  -0.37
C: 2.995 2.399 1.877  -0.02
O: 1.073 0.968 1.544  -0.35
H: 1.126 3.852 3.272  0.11
H: -0.221 2.715 3.177  0.08
H: 0.400 3.492 1.702  0.10
H: 1.845 1.407 3.410  0.15
H: 2.813 2.999 0.983  0.09
H: 3.625 1.545 1.631  0.09
H: 3.528 3.014 2.599  0.11
N: -2.783 0.378 4.521  0.21
N: -2.482 0.020 3.279  -0.23
N: -3.438 -0.307 2.415  0.20
C: -2.750 -0.549 1.323  -0.13
N: -1.430 -0.386 1.537  -0.18
N: -1.281 -0.006 2.828  0.10
H: -3.734 0.211 4.813  0.15
H: -2.024 0.495 5.171  0.14
H: -3.199 -0.834 0.386  0.14

Its spin multiplicity is 3. For the HOMO energy (alpha / beta), the calculation gives -0.68239 / -0.69447 hartree. The net charge is +3. The calculation puts the gap between HOMO and LUMO (alpha / beta) at 8.08 / 7.78 eV. The value obtained for the energy above the lowest of the compared OMol25 structures with the same formula, charge and spin is 0.0 kcal per mole. Its LUMO energy (alpha / beta) is -0.3855 / -0.4086 hartree. The expectation value of S² is 2.0119.

---

# 3
A structure of composition C13H28NO3P2W in a non-equilibrium geometry. Source: the Open Molecules 2025 dataset; level of theory: the ωB97M-V functional and the def2-TZVPD basis.

Last column: Löwdin charge in e.
CARTESIAN COORDINATES (ANGSTROEM)
C: 1.269 -1.776 -2.981  -0.01
C: 0.796 -0.817 -2.081  -0.32
N: 0.832 -1.089 -0.731  -0.08
C: 1.384 -2.238 -0.275  -0.32
C: 1.883 -3.191 -1.151  -0.02
C: 1.818 -2.960 -2.520  -0.02
C: 0.207 0.469 -2.480  -0.33
P: 0.439 1.774 -1.239  0.70
W: 0.020 0.395 0.601  1.02
P: 0.232 -1.386 2.107  0.68
C: 1.458 -2.416 1.215  -0.27
O: -2.305 0.517 -3.042  -0.04
O: -3.219 1.111 -0.889  -0.05
H: 1.217 -1.527 -4.043  0.13
H: 2.299 -4.105 -0.721  0.13
H: 2.197 -3.706 -3.220  0.13
C: 2.079 2.498 -1.487  -0.24
C: -0.688 3.093 -1.764  -0.22
H: 1.260 -3.465 1.488  0.11
H: 2.463 -2.160 1.595  0.11
H: -1.168 0.393 -2.827  0.04
H: 0.669 0.836 -3.412  0.10
C: 0.861 -1.249 3.802  -0.24
C: -1.220 -2.480 2.241  -0.24
H: -2.558 0.681 -0.207  0.00
H: -3.352 2.025 -0.556  0.11
H: -2.831 0.840 -2.063  0.03
H: -2.677 -0.322 -3.376  0.11
H: 1.302 1.169 1.415  -0.03
H: -1.680 0.160 0.375  -0.04
H: 2.129 2.935 -2.497  0.06
H: 2.219 3.283 -0.730  0.06
H: 2.860 1.735 -1.367  0.05
H: -0.386 3.444 -2.761  0.07
H: -1.723 2.730 -1.786  0.03
H: -0.616 3.906 -1.034  0.05
H: -0.959 -3.367 2.840  0.06
H: -2.028 -1.919 2.732  0.05
H: -1.554 -2.790 1.241  0.06
H: 0.986 -2.255 4.232  0.06
H: 1.823 -0.719 3.800  0.06
H: 0.139 -0.680 4.403  0.05
C: -0.869 1.918 3.268  -0.12
C: -0.906 2.035 1.778  -0.59
O: -1.485 2.954 1.156  -0.09
H: -1.466 1.055 3.607  0.07
H: -1.316 2.827 3.697  0.08
H: 0.160 1.834 3.647  0.07

Its spin multiplicity is 3. For the HOMO energy (alpha / beta), the calculation gives -0.39576 / -0.39001 hartree. The net charge is +1. The calculation puts the gap between HOMO and LUMO (alpha / beta) at 6.33 / 6.46 eV. The value obtained for the energy above the lowest of the compared OMol25 structures with the same formula, charge and spin is 0.0 kcal per mole. Its LUMO energy (alpha / beta) is -0.1631 / -0.1528 hartree. The expectation value of S² is 2.0158.

---

# 4
A structure of composition C13H28O8Zn in a non-equilibrium geometry. Source: the Open Molecules 2025 dataset; level of theory: the ωB97M-V functional and the def2-TZVPD basis.

Last column: Löwdin charge in e.
CARTESIAN COORDINATES (ANGSTROEM)
Zn: 22.885 -24.749 -11.847  0.59
O: 22.198 -24.119 -13.485  -0.40
H: 21.673 -23.390 -13.867  -0.04
C: 23.043 -26.042 -8.753  -0.29
O: 23.241 -25.206 -9.879  -0.40
H: 22.745 -27.052 -9.036  0.04
H: 23.925 -26.193 -8.132  0.04
H: 22.316 -25.620 -8.060  0.05
C: 25.206 -22.710 -14.681  -0.02
O: 25.932 -22.284 -13.530  -0.01
C: 25.569 -22.829 -12.342  -0.46
O: 24.744 -23.744 -12.178  0.07
O: 26.318 -22.355 -11.304  -0.01
C: 27.196 -21.264 -11.467  -0.06
H: 25.311 -22.043 -15.536  0.09
H: 24.137 -22.757 -14.472  0.09
H: 25.654 -23.651 -15.000  0.08
H: 26.587 -20.386 -11.686  0.09
H: 27.946 -21.406 -12.245  0.10
H: 27.641 -21.049 -10.496  0.10
C: 20.980 -28.247 -12.645  0.00
C: 20.392 -26.924 -12.090  -0.41
O: 21.159 -26.069 -11.671  0.02
C: 18.884 -26.857 -11.970  0.00
H: 20.878 -28.167 -13.727  0.09
H: 20.415 -29.105 -12.280  0.07
H: 22.025 -28.287 -12.340  0.06
H: 18.536 -27.886 -12.063  0.07
H: 18.548 -26.233 -12.798  0.09
H: 18.592 -26.355 -11.048  0.09
C: 23.559 -21.157 -9.848  0.01
C: 22.247 -21.758 -10.348  -0.42
O: 22.194 -22.795 -11.036  0.02
C: 21.027 -21.018 -10.009  -0.02
H: 23.265 -20.548 -8.993  0.07
H: 23.989 -20.540 -10.637  0.09
H: 24.233 -21.976 -9.596  0.09
H: 21.225 -20.194 -9.323  0.08
H: 20.329 -21.719 -9.552  0.10
H: 20.572 -20.627 -10.919  0.10
C: 25.948 -26.303 -13.579  0.00
C: 24.903 -27.016 -12.729  -0.39
O: 23.794 -26.506 -12.631  0.03
C: 25.263 -28.369 -12.098  0.01
H: 26.438 -26.874 -14.368  0.09
H: 26.695 -25.820 -12.949  0.09
H: 25.473 -25.496 -14.137  0.06
H: 24.418 -28.727 -11.511  0.08
H: 26.148 -28.172 -11.494  0.09
H: 25.542 -29.068 -12.886  0.09

For the HOMO energy, the calculation gives -0.24436 hartree. The calculation puts the gap between HOMO and LUMO at 7.24 eV. Its LUMO energy is 0.0219 hartree.

---

| no. | electronic energy (Eh) |
| --- | --- |
| 1 | -2785.9569 |
| 2 | -1619.6124 |
| 3 | -1542.0756 |
| 4 | -2893.3229 |